(1)
Below is 2 unconnected molecules or ions with the total composition C7H11N in a non-equilibrium geometry, with properties calculated with ωB97M-V with the def2-TZVPD basis set.

The calculation puts the energy relative to the best compared isomer or geometry (same formula, charge and spin) at 5.2379 eV. As for the molar mass: 109.17 g mol⁻¹. The calculation puts the HOMO-LUMO gap at 9.273 eV. The calculation puts the energy at -8922.491 eV. The LUMO energy is 0.87 eV.

Structure (ORCA input):
```
! wB97M-V def2-TZVPD RIJCOSX def2/J DEFGRID3
* xyz 0 1
N 0.804 -2.089 -1.342
C 2.987 -1.460 1.109
C -1.938 -0.010 0.090
C -0.892 2.108 -1.034
C 2.265 -0.984 1.969
C 0.498 -1.084 -0.704
C -0.752 0.956 -0.107
C 0.546 0.091 -0.130
H -0.746 1.848 -2.118
H -1.973 2.325 -0.999
H 1.762 -0.765 2.802
H 1.525 0.451 0.349
H 0.466 -2.963 -1.053
H 3.258 -1.990 0.297
H -2.927 0.518 0.147
H -0.314 2.939 -0.689
H -1.912 -0.894 -0.609
H -1.935 -0.367 1.128
H -0.722 1.370 0.894
*
```

Here are the Mulliken charges for atoms 1 to 2, given in e: -0.58 -0.18



(2)
Below is 7 unconnected molecules or ions with the total composition C16H44N2O7S5 in a non-equilibrium geometry, with properties calculated with ωB97M-V with the def2-TZVPD basis set.

The calculation puts the energy relative to the best compared isomer or geometry (same formula, charge and spin) at 0.0000 eV. As for the molar mass: 536.87 g mol⁻¹. The calculation puts the HOMO-LUMO gap at 8.717 eV. The calculation puts the energy at -88790.468 eV. The LUMO energy is 0.22 eV.

Structure (ORCA input):
```
! wB97M-V def2-TZVPD RIJCOSX def2/J DEFGRID3
* xyz 0 1
S -1.968 -2.244 -2.144
S -0.332 0.608 -0.749
S 3.789 2.094 0.644
S 0.123 -0.985 4.885
S -2.610 -0.585 2.770
O 0.121 1.961 -0.351
O -2.060 5.210 -5.260
O -2.364 -1.517 1.603
O -2.119 -2.905 -3.488
O 1.616 -4.215 -1.268
O 3.950 0.649 0.226
O 0.076 0.361 4.155
N 3.063 -2.686 -2.020
N -0.850 4.415 -3.597
C -4.359 -0.724 3.040
C 3.890 -2.482 -0.819
C 5.016 2.525 1.920
C -3.567 -1.600 -1.763
C -0.661 4.012 -2.244
C -2.002 4.951 -4.081
C 1.237 -3.510 -3.533
C 0.512 -0.576 0.274
C 2.446 2.098 1.795
C 0.247 -2.255 3.669
C -1.761 -3.577 -0.923
C -3.233 5.230 -3.235
C 1.743 -1.208 5.570
C 0.580 0.275 -2.257
C 1.992 -3.554 -2.204
C -2.662 1.072 2.124
H -3.848 5.952 -3.825
H 1.544 1.831 1.245
H 2.538 1.398 2.651
H -3.524 -1.003 -0.858
H -0.544 -2.280 2.958
H 0.313 -1.576 -0.119
H 0.072 1.004 -2.942
H -1.365 3.249 -1.848
H 1.578 -0.492 0.471
H 4.730 3.519 2.230
H -2.099 -3.132 0.024
H 4.135 -1.430 -0.637
H 2.276 3.113 2.097
H -3.835 4.335 -3.039
H 0.292 3.540 -2.144
H 3.501 -2.339 -2.862
H -0.653 4.891 -1.592
H -3.169 1.167 1.140
H 0.007 -0.409 1.223
H -4.650 -1.738 3.251
H 5.036 1.696 2.606
H -4.373 -2.263 -1.686
H -5.073 -0.335 2.277
H 1.215 -2.162 3.124
H 0.225 -3.186 4.251
H 3.288 -2.850 0.045
H 4.834 -3.033 -0.792
H -0.694 -3.867 -0.923
H -2.991 5.641 -2.259
H -2.501 -4.318 -1.293
H -1.655 1.403 2.075
H 1.919 -0.382 6.285
H 6.014 2.633 1.432
H -0.232 4.119 -4.336
H 0.325 -3.053 -3.200
H 1.777 -2.844 -4.202
H 1.763 -2.247 5.952
H 1.639 0.544 -2.080
H -3.962 -1.014 -2.615
H 0.406 -0.719 -2.570
H 2.511 -1.109 4.816
H -3.172 1.741 2.846
H -4.462 -0.318 4.043
H 1.012 -4.510 -3.960
*
```

Here are the Mulliken charges for atoms 1 to 2, given in e: 0.82 0.52



(3)
Below is a molecular structure, C3H13O4S in a non-equilibrium geometry, with properties calculated with ωB97M-V with the def2-TZVPD basis set.

The calculation puts the energy relative to the best compared isomer or geometry (same formula, charge and spin) at 2.3780 eV. As for the molar mass: 145.20 g mol⁻¹. The calculation puts the HOMO-LUMO gap at 7.593 eV. The calculation puts the energy at -22346.229 eV. The LUMO energy is 2.87 eV.

Structure (ORCA input):
```
! wB97M-V def2-TZVPD RIJCOSX def2/J DEFGRID3
* xyz -1 1
S 3.343 0.853 -1.460
O -4.552 0.874 2.603
O -2.550 0.299 1.235
O -0.618 -0.732 0.035
O 0.681 -2.449 1.903
C 1.656 0.439 -0.568
C 0.589 0.267 -1.754
C -0.620 -0.504 -1.311
H 1.319 1.482 -0.077
H 0.890 0.109 -2.768
H -0.734 -1.527 -1.820
H -5.016 1.560 2.118
H -1.482 0.124 -1.705
H 0.045 -2.810 1.366
H 1.655 -0.120 0.410
H -1.965 0.983 1.446
H -3.942 0.386 1.951
H -1.627 -0.326 0.738
H 2.734 1.608 -2.513
H 0.244 1.313 -1.828
H 0.939 -1.582 1.620
*
```

Here are the Mulliken charges for atoms 1 to 2, given in e: -0.31 -0.69



(4)
Below is 12 unconnected molecules or ions with the total composition C47H117NO23 in a non-equilibrium geometry, with properties calculated with ωB97M-V with the def2-TZVPD basis set.

The calculation puts the energy relative to the best compared isomer or geometry (same formula, charge and spin) at 1.3361 eV. As for the molar mass: 1064.44 g mol⁻¹. The calculation puts the HOMO-LUMO gap at 9.400 eV. The calculation puts the energy at -99201.209 eV. The LUMO energy is 0.35 eV.

Structure (ORCA input):
```
! wB97M-V def2-TZVPD RIJCOSX def2/J DEFGRID3
* xyz 0 1
O 0.470 5.954 -0.432
O 4.026 0.687 0.018
O 3.258 -3.934 -2.121
O 2.966 5.922 -2.699
O -4.589 4.099 -3.378
O -1.096 1.335 0.512
O -4.509 -4.149 1.174
O 2.556 -5.304 2.742
O -0.035 -1.633 -1.432
O 2.063 -6.330 5.436
O 4.461 2.670 -5.828
O -4.497 5.752 0.080
O -3.219 -1.504 6.532
O 6.094 2.680 0.173
O -3.580 8.519 -0.786
O 1.471 2.613 3.646
O -0.004 -7.553 -1.483
O -0.214 3.212 5.942
O -3.250 -0.912 3.667
O -1.551 -4.650 1.569
O -2.688 1.829 -3.814
O -1.521 -9.526 0.280
O 2.121 1.432 -4.692
N 5.060 -4.776 -3.056
C 4.590 -2.422 -3.447
C 3.237 -0.459 -0.112
C -0.251 -8.956 0.464
C -0.150 -6.282 -2.076
C -3.924 -4.623 2.452
C 5.647 2.398 -5.106
C -0.597 0.656 -0.640
C -0.234 -0.781 -0.298
C -4.356 -1.588 5.648
C 0.247 3.366 3.595
C -3.185 -0.161 2.508
C 1.648 6.740 -0.818
C -3.283 4.149 -4.042
C -0.441 3.817 7.254
C -2.815 2.839 -4.740
C 2.034 -4.983 1.470
C -5.039 6.474 -1.061
C 2.120 -4.431 3.850
C 1.279 0.771 -3.776
C -4.667 9.315 -0.227
C -0.269 5.398 -1.584
C 0.166 4.119 4.935
C -1.377 2.703 0.310
C 5.549 2.272 -1.033
C 2.881 6.050 -1.301
C -3.319 -0.372 7.387
C 4.906 -6.122 -2.493
C 2.470 -4.970 5.297
C -2.612 0.557 -4.464
C -1.870 -9.656 -1.111
C 4.943 0.878 -1.080
C 0.634 -6.600 5.560
C -5.743 4.112 -4.235
C -4.399 -0.680 4.486
C -3.971 7.403 -1.653
C 7.333 2.116 0.576
C 3.994 5.068 -3.110
C -5.586 -3.334 1.489
C -2.579 -5.408 2.205
C -1.257 -3.420 2.288
C 0.614 -2.851 -1.055
C 3.038 0.613 -5.494
C 1.951 2.313 2.298
C 4.238 -3.774 -2.869
C 3.864 1.532 -6.416
C 0.114 -7.544 -0.111
C -5.179 4.548 0.347
H 0.381 -7.655 5.455
H -2.801 -6.273 1.580
H 5.608 -2.445 -3.836
H -0.172 -8.803 1.540
H -1.066 -1.246 0.231
H -2.528 4.358 -3.284
H -4.546 0.364 4.762
H 0.948 -5.081 1.468
H -0.001 -3.425 -0.362
H 1.173 1.761 1.771
H 0.886 -3.358 -1.981
H -1.054 -5.772 -1.743
H 0.004 -6.080 4.838
H -1.324 5.225 -1.374
H -3.291 0.515 6.755
H 3.748 0.188 -4.785
H 5.479 1.689 -4.296
H 0.273 -6.308 6.545
H 6.533 2.148 -5.689
H -1.064 3.125 7.822
H 2.032 -4.393 6.111
H 0.099 4.445 -1.965
H -6.062 -3.030 0.557
H 0.600 -0.744 0.403
H 2.933 5.095 -0.778
H -0.490 3.210 -0.070
H 6.120 2.494 -1.934
H 2.425 -3.995 1.227
H 3.842 -1.294 -0.465
H -5.186 -2.455 1.994
H 7.634 2.515 1.545
H -6.335 -3.861 2.080
H 3.746 4.009 -3.030
H -2.704 -10.358 -1.125
H -4.153 10.231 0.064
H -5.437 9.547 -0.962
H -5.317 -0.785 3.907
H 3.861 -6.376 -2.315
H -2.339 -0.067 -3.613
H -1.813 0.463 -5.201
H 1.214 4.301 5.173
H 5.952 -4.415 -3.364
H -5.428 5.726 -1.752
H -5.732 3.251 -4.903
H -3.042 0.909 2.654
H -2.296 -0.491 1.970
H -4.216 -0.250 7.994
H 1.310 7.478 -1.545
H 2.172 3.255 1.796
H -3.603 0.220 -4.766
H 1.931 0.193 -3.121
H -3.529 2.595 -5.527
H -0.447 5.020 4.964
H -0.379 -6.719 0.403
H 1.836 7.359 0.059
H 4.894 5.189 -2.508
H -3.646 -3.759 3.055
H 6.973 1.121 0.835
H -0.541 2.617 3.514
H -2.132 2.866 -0.460
H -3.027 6.868 -1.764
H -0.251 6.098 -2.419
H -5.178 9.005 0.685
H 4.716 2.973 -1.093
H -2.224 -5.775 3.168
H 2.555 -0.181 -6.064
H -3.332 5.009 -4.711
H -2.468 -0.414 8.068
H 0.750 -5.668 -2.042
H 0.517 3.769 7.772
H -4.894 4.090 1.294
H -4.076 -0.349 1.909
H -1.713 3.190 1.225
H 4.429 -1.573 -2.782
H -5.856 7.122 -0.741
H 3.712 6.636 -0.909
H 2.409 -0.274 -0.797
H -4.345 -2.560 5.154
H 2.391 -3.378 3.781
H 3.516 -4.777 5.534
H -1.361 0.563 -1.412
H -4.526 -5.353 2.993
H 5.926 3.317 -4.591
H -1.098 -10.176 -1.678
H 0.255 1.154 -1.104
H -6.607 4.040 -3.573
H -4.836 3.825 -0.393
H 1.184 -7.409 0.051
H 1.557 -2.710 -0.527
H -2.089 -8.680 -1.545
H -0.937 4.788 7.273
H 0.161 4.034 2.738
H -1.156 -3.612 3.356
H 0.711 1.498 -3.195
H 4.507 0.749 -2.071
H -0.314 -2.955 2.002
H -6.258 4.645 0.225
H 0.460 -9.750 0.238
H -1.894 3.060 -5.280
H -2.042 -2.682 2.121
H 8.163 2.015 -0.124
H 5.747 0.176 -0.858
H 2.864 1.728 2.410
H 4.653 0.897 -6.819
H 1.047 -4.477 3.668
H -0.377 -6.522 -3.115
H -5.781 4.982 -4.890
H 2.395 -5.591 0.641
H 3.903 -2.236 -4.273
H -5.269 -1.580 6.243
H 2.819 -0.710 0.863
H 3.126 1.775 -7.181
H 4.284 5.343 -4.124
H -4.149 7.790 -2.657
H 5.144 -6.911 -3.206
H 0.501 0.199 -4.281
H 5.537 -6.308 -1.624
*
```

Here are the Mulliken charges for atoms 1 to 2, given in e: -0.44 -0.39